[1]
Formula: C27H29F5N3O
Source: the Open Molecules 2025 dataset
Level of theory: the ωB97M-V functional and the def2-TZVPD basis

Calculated values
Highest occupied orbital energy: -11.04 eV
E_tot: -48568.1562 eV
SMILES: CC1=[N+]([C@H](/C=C/N2[C@H](Cc3c(F)c(F)c(F)c(F)c3F)C(=O)N(C)C2(C)C)c2ccccc2)CCC1
Frontier orbital gap: 7.456 eV

The geometry in ORCA input format:
```
! wB97M-V def2-TZVPD RIJCOSX def2/J DEFGRID3
* xyz 1 1
C -2.659 -1.817 0.755
C -2.015 -0.701 1.484
N -1.200 -0.890 2.490
C -0.560 -2.137 2.810
C -0.447 -2.377 4.296
C -1.531 -2.567 5.087
N -1.519 -2.978 6.397
C -2.767 -3.295 7.083
C -3.724 -2.120 7.173
C -4.879 -2.386 8.089
C -4.963 -1.796 9.352
F -3.954 -0.982 9.759
C -6.002 -2.067 10.236
F -6.038 -1.490 11.455
C -7.022 -2.940 9.847
F -8.049 -3.194 10.677
C -6.979 -3.531 8.582
F -7.963 -4.370 8.199
C -5.910 -3.255 7.732
F -5.861 -3.883 6.526
C -2.286 -3.793 8.454
O -2.975 -4.242 9.366
N -0.926 -3.674 8.471
C -0.165 -4.115 9.617
C -0.313 -3.301 7.195
C 0.610 -2.096 7.407
C 0.484 -4.478 6.604
C 0.797 -2.205 2.040
C 0.826 -2.232 0.639
C 2.041 -2.391 -0.038
C 3.245 -2.505 0.671
C 3.226 -2.352 2.053
C 2.017 -2.158 2.725
C -0.675 0.355 3.071
C -1.379 1.444 2.259
C -2.187 0.734 1.155
H -3.503 -1.418 0.183
H -1.972 -2.293 0.042
H -3.033 -2.609 1.426
H -1.201 -2.956 2.450
H 0.550 -2.472 4.711
H -2.542 -2.431 4.682
H -3.295 -4.136 6.594
H -3.175 -1.242 7.531
H -4.092 -1.922 6.160
H -0.842 -4.289 10.459
H 0.373 -5.050 9.409
H 0.557 -3.348 9.907
H 0.060 -1.275 7.884
H 1.450 -2.388 8.052
H 1.010 -1.739 6.456
H -0.068 -5.414 6.762
H 0.636 -4.340 5.531
H 1.460 -4.554 7.102
H -0.092 -2.108 0.061
H 2.034 -2.426 -1.127
H 4.183 -2.680 0.149
H 4.144 -2.361 2.638
H 2.045 -1.945 3.790
H -0.908 0.404 4.140
H 0.417 0.404 2.987
H -2.034 2.012 2.925
H -0.633 2.113 1.819
H -1.755 0.929 0.162
H -3.245 1.017 1.124
*
```



[2]
Formula: C27H29GeN5O2Tl
Source: the Open Molecules 2025 dataset
Level of theory: the ωB97M-V functional and the def2-TZVPD basis

Calculated values
Highest occupied orbital energy (alpha / beta): -17.42 / -17.34 eV
E_tot: -101195.3563 eV
Energy above the lowest of the compared OMol25 structures with the same formula, charge and spin: 19.9 kcal per mole
Frontier orbital gap (alpha / beta): 7.193 / 4.405 eV

The geometry in ORCA input format:
```
! wB97M-V def2-TZVPD RIJCOSX def2/J DEFGRID3
* xyz 3 1
Tl 0.425 -0.416 -0.565
O -2.554 2.834 1.468
C -1.822 2.226 0.719
N -1.328 0.997 0.989
C -1.830 0.608 2.178
O -2.562 1.289 2.865
C -1.434 -0.788 2.614
C -1.902 -1.213 3.854
C -1.604 -2.516 4.231
C -0.870 -3.323 3.377
C -0.423 -2.786 2.174
N -0.708 -1.544 1.816
C -1.452 2.766 -0.643
C -1.915 4.038 -0.961
C -1.727 4.468 -2.268
C -1.082 3.642 -3.173
C -0.604 2.412 -2.731
N -0.797 1.994 -1.490
H -2.467 -0.538 4.482
H -1.950 -2.891 5.184
H -0.629 -4.342 3.633
H 0.173 -3.366 1.484
H -2.409 4.639 -0.212
H -2.103 5.436 -2.568
H -0.959 3.931 -4.205
H -0.068 1.745 -3.392
N 2.469 0.443 1.082
C 3.622 -0.427 1.333
C 4.581 -0.507 0.142
C 4.018 -1.217 -1.088
N 3.083 -0.390 -1.827
H 2.799 1.361 0.792
H 1.946 0.564 1.945
H 3.249 -1.421 1.592
H 4.209 -0.063 2.189
H 5.476 -1.040 0.466
H 4.900 0.498 -0.140
H 3.519 -2.153 -0.812
H 4.875 -1.492 -1.726
H 2.841 -0.806 -2.720
H 3.462 0.538 -1.988
Ge -2.326 -2.289 -2.133
C -1.819 -4.077 -1.529
C -2.578 -4.602 -0.481
C -2.414 -5.927 -0.125
C -1.489 -6.714 -0.797
C -0.714 -6.182 -1.821
C -0.879 -4.862 -2.197
C -2.143 -1.440 -3.880
C -3.041 -0.411 -4.170
C -3.116 0.073 -5.463
C -2.293 -0.453 -6.450
C -1.376 -1.452 -6.150
C -1.298 -1.955 -4.864
H -3.346 -1.592 -1.207
H -3.306 -3.975 0.024
H -3.017 -6.347 0.666
H -1.374 -7.752 -0.522
H 0.004 -6.804 -2.332
H -0.290 -4.449 -3.008
H -3.687 -0.024 -3.390
H -3.829 0.846 -5.703
H -2.372 -0.084 -7.461
H -0.738 -1.849 -6.923
H -0.603 -2.750 -4.631
*
```



[3]
Formula: C27H29KNSb2
Source: the Open Molecules 2025 dataset
Level of theory: the ωB97M-V functional and the def2-TZVPD basis

Calculated values
Highest occupied orbital energy: -11.09 eV
E_tot: -59353.5178 eV
Frontier orbital gap: 8.085 eV

The geometry in ORCA input format:
```
! wB97M-V def2-TZVPD RIJCOSX def2/J DEFGRID3
* xyz 1 1
K 1.905 3.131 0.727
C 1.754 -0.975 1.743
C 2.281 -0.463 0.402
C 1.201 -0.079 -0.599
Sb 2.064 1.111 -2.277
C 0.140 1.669 -3.114
C 0.101 2.013 -4.457
C -1.023 2.566 -5.054
C -2.187 2.693 -4.320
C -2.190 2.288 -2.982
C -1.031 1.808 -2.377
C 2.183 -0.785 -3.361
C 3.277 -1.607 -3.132
C 3.342 -2.885 -3.655
C 2.284 -3.406 -4.369
C 1.169 -2.603 -4.606
C 1.107 -1.304 -4.069
Sb 0.826 0.554 3.035
C -1.199 0.386 2.220
C -1.851 1.551 1.785
C -2.984 1.504 0.989
C -3.506 0.248 0.678
C -2.919 -0.909 1.107
C -1.777 -0.837 1.888
C 0.298 -0.759 4.653
C 1.150 -1.788 5.058
C 0.795 -2.609 6.103
C -0.431 -2.454 6.731
C -1.297 -1.453 6.328
C -0.924 -0.582 5.320
H 2.632 -1.358 2.307
H 1.064 -1.834 1.627
H 2.880 -1.295 0.011
H 2.997 0.362 0.597
H 0.315 0.377 -0.150
H 0.909 -0.989 -1.121
H 0.976 1.879 -5.077
H -0.980 2.846 -6.098
H -3.083 3.094 -4.753
H -3.119 2.368 -2.399
H -1.040 1.550 -1.313
H 4.130 -1.244 -2.535
H 4.259 -3.458 -3.524
H 2.330 -4.423 -4.743
H 0.353 -2.989 -5.234
H 0.214 -0.720 -4.242
H -1.456 2.520 2.096
H -3.486 2.408 0.640
H -4.441 0.188 0.120
H -3.360 -1.881 0.892
H -1.333 -1.740 2.310
H 2.121 -1.893 4.563
H 1.489 -3.413 6.403
H -0.697 -3.150 7.511
H -2.241 -1.342 6.863
H -1.633 0.147 4.954
N -0.350 4.312 0.053
H -0.565 5.047 0.737
H -1.225 3.804 -0.056
H -0.217 4.806 -0.832
*
```



[4]
Formula: C27H29N7O4S2Sc
Source: the Open Molecules 2025 dataset
Level of theory: the ωB97M-V functional and the def2-TZVPD basis

Calculated values
Highest occupied orbital energy: -10.18 eV
E_tot: -89460.6636 eV
Energy above the lowest of the compared OMol25 structures with the same formula, charge and spin: 0.7 kcal per mole
Frontier orbital gap: 6.589 eV

The geometry in ORCA input format:
```
! wB97M-V def2-TZVPD RIJCOSX def2/J DEFGRID3
* xyz 1 1
Sc -0.001 0.801 -0.041
C -1.021 3.453 1.727
C 0.423 3.180 2.140
N 0.664 1.724 2.260
C 0.163 1.254 3.572
C -0.546 -0.088 3.551
S -1.720 -0.278 2.200
C -2.867 1.114 2.384
C -2.894 1.987 1.132
N -1.559 2.469 0.754
H -1.662 3.443 2.610
H -1.091 4.458 1.309
H 1.116 3.581 1.411
H 0.620 3.689 3.091
H 1.668 1.585 2.222
H 0.979 1.221 4.301
H -0.531 2.006 3.950
H 0.157 -0.911 3.409
H -1.028 -0.259 4.515
H -3.866 0.722 2.574
H -2.593 1.689 3.266
H -3.285 1.414 0.288
H -3.589 2.819 1.300
H -1.617 2.939 -0.148
O -1.013 -7.071 0.140
N -1.284 -6.138 -0.581
O -1.885 -6.203 -1.632
C -0.757 -4.813 -0.187
C 0.408 -4.817 0.488
C 1.028 -3.577 0.837
C 2.251 -3.534 1.526
C 2.814 -2.318 1.802
C 2.146 -1.162 1.386
N 0.983 -1.170 0.754
C 0.421 -2.369 0.466
C -0.842 -2.387 -0.237
N -1.396 -1.188 -0.535
C -2.591 -1.188 -1.094
C -3.303 -2.356 -1.393
C -2.736 -3.572 -1.141
C -1.456 -3.611 -0.552
H 0.873 -5.755 0.755
H 2.730 -4.459 1.820
H 3.760 -2.230 2.316
H 2.595 -0.194 1.546
H -3.001 -0.220 -1.348
H -4.286 -2.278 -1.832
H -3.253 -4.487 -1.384
S -1.401 1.493 -2.311
C -0.161 0.469 -2.951
C 0.005 0.175 -4.316
C 1.047 -0.629 -4.704
C 1.937 -1.137 -3.749
C 1.721 -0.809 -2.431
N 0.690 -0.043 -2.047
H -0.688 0.592 -5.033
H 1.186 -0.866 -5.750
H 2.773 -1.760 -4.028
H 2.385 -1.142 -1.642
O 2.370 1.152 -0.152
C 2.108 2.209 -0.773
C 2.992 3.027 -1.674
C 2.049 4.150 -2.121
C 0.753 3.886 -1.357
O -0.220 4.596 -1.295
N 0.875 2.685 -0.670
H 3.355 2.399 -2.488
H 3.866 3.374 -1.122
H 1.824 4.113 -3.187
H 2.409 5.153 -1.897
*
```



[5]
Formula: C27H29NO3PbS7
Source: the Open Molecules 2025 dataset
Level of theory: the ωB97M-V functional and the def2-TZVPD basis

Calculated values
Highest occupied orbital energy: -6.30 eV
E_tot: -117192.7914 eV
Energy above the lowest of the compared OMol25 structures with the same formula, charge and spin: 110.6 kcal per mole
Frontier orbital gap: 6.392 eV

The geometry in ORCA input format:
```
! wB97M-V def2-TZVPD RIJCOSX def2/J DEFGRID3
* xyz 0 1
Pb -0.332 0.429 -1.090
C 0.787 1.201 3.268
C -0.384 0.226 3.408
S -0.980 -0.531 1.841
C -2.641 -1.041 2.376
C -3.413 -1.582 1.176
S -3.315 -0.629 -0.378
C -4.359 0.832 -0.080
C -3.813 1.916 0.839
S -2.274 2.715 0.256
C -1.533 2.961 1.906
C -0.105 3.471 1.881
S 1.227 2.218 1.676
H 1.725 0.648 3.329
H 0.765 1.925 4.085
H -1.251 0.709 3.863
H -0.092 -0.609 4.047
H -3.142 -0.178 2.818
H -2.572 -1.819 3.139
H -4.467 -1.716 1.423
H -3.004 -2.550 0.881
H -5.318 0.481 0.307
H -4.530 1.232 -1.080
H -3.603 1.513 1.826
H -4.567 2.698 0.944
H -1.578 1.998 2.403
H -2.171 3.674 2.429
H 0.131 3.928 2.845
H 0.051 4.209 1.095
O 3.278 3.172 0.047
C 2.090 3.118 -0.169
O 0.758 1.081 0.774
C 1.381 3.440 -1.390
C 1.452 4.795 -1.802
C 0.700 5.228 -2.861
C -0.156 4.323 -3.501
C -0.211 3.041 -3.017
N 0.516 2.591 -1.983
H 2.141 5.449 -1.284
H 0.774 6.249 -3.210
H -0.756 4.615 -4.351
H -0.876 2.315 -3.474
O 1.306 -0.965 -1.536
C 1.441 -2.282 -1.132
C 2.740 -2.827 -1.728
C 3.712 -3.603 -1.180
C 4.760 -3.903 -2.097
C 4.558 -3.341 -3.317
S 3.106 -2.425 -3.362
C 1.552 -2.305 0.393
C 2.319 -1.425 1.094
C 2.254 -1.611 2.500
C 1.432 -2.635 2.849
S 0.730 -3.376 1.473
C 0.295 -3.133 -1.699
C -0.602 -2.723 -2.640
C -1.501 -3.743 -3.059
C -1.260 -4.927 -2.444
S 0.064 -4.810 -1.357
H 3.688 -3.958 -0.159
H 5.621 -4.507 -1.849
H 5.194 -3.384 -4.186
H 2.900 -0.653 0.608
H 2.802 -1.012 3.214
H 1.192 -3.003 3.834
H -0.583 -1.735 -3.075
H -2.285 -3.588 -3.785
H -1.772 -5.868 -2.568
*
```



[6]
Formula: C27H30AsN2PRuS6
Source: the Open Molecules 2025 dataset
Level of theory: the ωB97M-V functional and the def2-TZVPD basis

Calculated values
Highest occupied orbital energy (alpha / beta): -7.12 / -7.13 eV
E_tot: -169185.9663 eV
Energy above the lowest of the compared OMol25 structures with the same formula, charge and spin: 22.7 kcal per mole
Frontier orbital gap (alpha / beta): 6.664 / 5.121 eV

The geometry in ORCA input format:
```
! wB97M-V def2-TZVPD RIJCOSX def2/J DEFGRID3
* xyz 0 5
Ru 0.630 2.214 -0.708
C 2.432 1.671 2.643
C 2.048 0.251 2.350
N 1.556 -0.164 1.224
C 1.285 -1.522 1.229
C 1.567 -2.132 2.408
S 2.205 -1.004 3.517
C 1.085 -1.209 -1.195
C 1.997 -1.416 -2.160
S 2.227 -0.355 -3.505
C 0.863 0.711 -3.345
N 0.037 0.705 -2.336
C 0.776 1.761 -4.397
H 2.322 2.286 1.755
H 3.472 1.749 2.956
H 1.802 2.080 3.435
H 1.478 -3.166 2.698
H 2.646 -2.281 -2.194
H 0.769 1.326 -5.399
H 1.645 2.427 -4.316
H -0.122 2.352 -4.241
S 3.621 4.921 -2.999
As 3.004 4.354 -1.105
S 2.875 2.096 -0.982
S 0.743 4.459 -0.925
S 3.897 5.034 0.639
C -3.186 3.119 -1.124
P -1.829 2.186 -0.375
C -2.135 0.426 -0.604
C -0.882 -0.278 -0.163
C -0.892 -1.792 0.033
C -1.838 -2.400 -0.985
C -2.808 -1.691 -1.569
C -3.019 -0.245 -1.329
C -2.063 2.402 1.424
C -2.562 1.390 2.239
C -2.658 1.572 3.612
C -2.266 2.775 4.181
C -1.777 3.796 3.375
C -1.665 3.610 2.004
H -4.124 2.795 -0.674
H -3.208 2.953 -2.201
H -3.042 4.183 -0.940
H -0.558 0.173 0.775
H -1.238 -2.074 1.032
H -1.806 -3.464 -1.174
H -3.500 -2.198 -2.231
H -3.893 0.233 -1.760
H -2.889 0.453 1.800
H -3.043 0.774 4.236
H -2.339 2.917 5.252
H -1.461 4.733 3.815
H -1.241 4.399 1.393
C 0.647 -4.175 -1.659
C 0.975 -3.663 -0.217
C 0.129 -4.494 0.772
C 2.461 -3.977 0.035
C 0.662 -2.127 -0.040
C 0.210 -0.082 -1.224
H 0.050 -5.088 -1.607
H 1.558 -4.430 -2.206
H 0.099 -3.465 -2.273
H 0.561 -5.494 0.867
H -0.893 -4.620 0.422
H 0.068 -4.060 1.772
H 2.644 -5.019 -0.237
H 2.766 -3.848 1.071
H 3.125 -3.354 -0.568
*
```